# C6H15F2KNO8PS2

A molecular structure, C6H15F2KNO8PS2 (ωB97M-V/def2-TZVPD, OMol25).

Geometry as XYZ:
```
36
Properties=species:S:1:pos:R:3:forces:R:3
H 3.76578 1.27216 -1.38862 -0.313 -0.074 0.244
H 4.76339 1.86137 0.91454 -0.135 0.546 -0.050
S -8.93374 2.14050 0.22098 -12.663 7.744 -8.011
H 1.09186 0.17713 -2.18974 -0.030 -0.232 -0.120
H -0.76452 -1.11186 -1.60991 -0.241 -0.063 0.007
H 3.66956 -3.14126 2.54994 -0.088 0.599 -0.258
H 4.94346 -2.04105 1.72398 -0.442 0.149 0.512
F -10.09588 1.07578 -0.27240 0.542 -0.756 0.562
H 5.23658 -3.71661 2.11086 0.224 -0.104 -0.008
O -6.08518 2.77206 0.08451 -2.689 -1.140 4.193
H -1.21034 -0.20401 -0.16462 0.472 0.105 0.253
C 5.35748 1.73933 0.00887 -0.394 0.038 0.415
H 5.26930 0.42666 -1.68012 -0.069 0.121 -0.418
P 2.91484 -1.18377 -0.76744 -0.201 0.279 0.617
O -7.16819 3.43315 2.33368 0.026 -1.497 -1.706
H 0.77322 1.40294 -1.05212 0.042 0.070 0.491
N -8.17486 1.31673 1.06069 8.905 -4.085 6.645
O 2.91403 -1.48589 -2.20719 0.113 0.278 0.514
H -1.28139 0.58392 -1.70312 0.023 -0.073 -0.199
C 0.72871 0.32047 -1.17205 0.268 1.156 -1.223
O 4.22698 -0.38459 -0.21164 -2.107 -2.223 0.893
F -5.83689 1.45867 2.10417 -1.140 -0.042 -0.498
O 2.88944 -2.43991 0.22152 -0.545 2.166 -1.714
O 1.67412 -0.24517 -0.28479 1.208 -1.557 0.619
H 4.83732 -3.33746 -0.31288 -0.576 0.263 -0.495
S -6.87996 2.43181 1.32823 4.337 0.768 -0.763
C -0.70187 -0.13696 -1.12642 -0.263 -0.650 0.039
C 4.58185 0.74362 -0.89587 2.874 2.155 -1.130
O -9.83958 3.11082 0.90298 2.569 -1.603 -1.274
H 6.36070 1.54306 0.38719 0.020 -1.295 -0.276
O -8.43266 2.49698 -1.08202 0.179 0.124 0.822
K -7.99534 -2.91440 0.12986 -0.056 0.483 0.026
C 3.98270 -3.36661 0.36305 -0.886 0.131 2.891
H 5.58742 2.68578 -0.48047 -0.874 0.185 -0.220
H 3.37208 -4.26937 0.34657 1.038 -0.600 -0.206
C 4.45956 -3.01397 1.80981 0.874 -1.364 -1.175
```
Positions in Å, forces in eV/Å.

Computed properties:
- HOMO (eV) = -8.8
- spin multiplicity = 1
- total energy (a.u.) = -2831.65204
- net charge = 0
- orbital gap (eV) = 6.443
- energy above the lowest of the compared OMol25 structures with the same formula, charge and spin (kcal/mol) = 110.96